Entry 1:
The following is a DFT calculation (the ωB97M-V functional and the def2-TZVPD basis) of 2 unconnected molecules or ions with the total composition C5H6BrN.

Values from the calculation:
E_tot: -76808.284 eV
molecular weight: 160.01 u
SMILES: C1=NC1.CC#CBr
energy relative to the best compared isomer or geometry (same formula, charge and spin): 116.6 kcal per mole
net charge: 0
F_max: 7.03 eV/Å
gap between HOMO and LUMO: 9.64 eV
HOMO level: -9.2 eV

The geometry in XYZ format:
```
13
Properties=species:S:1:pos:R:3:mulliken_charge:R:1
C 1.00888 2.41218 -0.37662 -0.3842
C 0.11123 -1.67233 0.81219 0.6211
C 0.70244 -0.69427 0.52691 -0.2598
C -0.15291 2.06903 -1.23569 -0.2117
C -0.99510 -2.49361 0.88741 -1.1900
N 0.14145 1.70384 0.26650 -0.3827
Br 2.25700 -0.26926 -0.33596 -0.0781
H 1.89817 2.75925 -0.09898 0.4613
H -0.80184 2.94990 -1.17292 0.2095
H -0.36216 1.30527 -1.92444 0.2683
H -0.66288 -3.35380 1.42619 0.3035
H -1.86583 -2.03142 1.29299 0.3383
H -1.27844 -2.68477 -0.06758 0.3046
```



Entry 2:
The following is a DFT calculation (the ωB97M-V functional and the def2-TZVPD basis) of a molecular structure, C4H7NdO2.

Values from the calculation:
2S+1: 5
E_tot: -23618.712 eV
molecular weight: 231.34 u
energy relative to the best compared isomer or geometry (same formula, charge and spin): 85.0 kcal per mole
expectation value of S²: 6.03
net charge: +1
F_max: 4.46 eV/Å
gap between HOMO and LUMO (spin up / spin down): 3.67 / 3.81 eV
HOMO level (spin up / spin down): -9.3 / -9.4 eV

The geometry in XYZ format:
```
14
Properties=species:S:1:pos:R:3:mulliken_charge:R:1
O 1.62954 -1.25737 0.75555 -0.6985
C 0.54131 -1.36057 1.42631 -0.0250
C -0.72475 -1.01489 0.94655 -0.8249
H -1.49588 -0.80117 1.69189 0.3154
H 0.68615 -1.27583 2.51981 0.2721
H -1.03597 -1.53632 0.03590 0.3080
Nd 3.51476 0.40148 0.14759 1.6111
C -0.32028 0.98194 -1.50469 -0.2401
C -0.29761 1.13064 -0.10637 -0.6670
O -0.59209 -0.18448 -2.18511 -0.4670
H 0.11252 1.75002 -2.15829 0.3926
H -0.65442 2.14868 0.10848 0.2763
H 0.11248 1.17616 0.90638 0.3867
H -1.47575 -0.15829 -2.58401 0.3604
```



Entry 3:
The following is a DFT calculation (the ωB97M-V functional and the def2-TZVPD basis) of C6H10 in the gas phase.

Values from the calculation:
E_tot: -6378.132 eV
molecular weight: 82.15 u
energy relative to the best compared isomer or geometry (same formula, charge and spin): 132.1 kcal per mole
net charge: 0
F_max: 0.44 eV/Å
gap between HOMO and LUMO (spin up / spin down): 7.01 / 7.01 eV
HOMO level (spin up / spin down): -6.6 / -6.6 eV

The geometry in XYZ format:
```
16
Properties=species:S:1:pos:R:3:mulliken_charge:R:1
C -1.57100 -0.29925 -1.88770 -1.0997
C -0.62202 -0.01348 -0.77251 -0.1730
C 0.64361 -0.41505 -0.78314 -0.2827
C 1.66115 0.04356 0.34684 -0.4340
C 0.71793 -0.18324 1.41485 -0.1570
C -0.33885 0.75734 1.56902 -0.7340
H -2.15753 0.59684 -2.12382 0.2886
H -1.10942 -0.65901 -2.82001 0.3161
H -2.30348 -1.04943 -1.55817 0.2171
H 1.10247 -1.14635 -1.46154 0.3179
H 2.54406 -0.59513 0.37790 0.3250
H 1.95096 1.08760 0.21099 0.1995
H 0.61500 -1.15037 1.89317 0.3347
H 0.42335 0.84155 2.52099 0.2737
H -0.25581 1.73001 1.09633 0.2813
H -1.30041 0.45442 1.97678 0.3262
```



Entry 4:
The following is a DFT calculation (the ωB97M-V functional and the def2-TZVPD basis) of 2 unconnected molecules or ions with the total composition C4H6OS.

Values from the calculation:
E_tot: -17124.742 eV
molecular weight: 102.16 u
SMILES: C=CC=O.C=S
energy relative to the best compared isomer or geometry (same formula, charge and spin): 78.1 kcal per mole
net charge: 0
F_max: 4.10 eV/Å
gap between HOMO and LUMO: 8.29 eV
HOMO level: -8.5 eV

The geometry in XYZ format:
```
12
Properties=species:S:1:pos:R:3:mulliken_charge:R:1
C 1.08762 0.80873 0.05442 0.1219
C 0.67781 -1.44433 -0.81680 -0.6244
C -2.55105 1.10915 -0.10063 -0.3810
C 1.35155 -0.61648 -0.03939 -0.0974
O 0.22072 1.34061 -0.59199 -0.4940
S -2.84670 -0.51540 0.11382 -0.2098
H 1.78134 1.42620 0.75221 0.2834
H 0.01635 -0.80127 -1.38352 0.2788
H 0.82424 -2.50007 -0.72934 0.2889
H -1.86098 1.31007 -0.95874 0.2854
H -3.02994 1.61785 0.70142 0.3153
H 2.34052 -0.92340 0.45797 0.2328
```



Entry 5:
The following is a DFT calculation (the ωB97M-V functional and the def2-TZVPD basis) of a molecular structure, C37H31BiBrN10.

Values from the calculation:
E_tot: -129649.673 eV
molecular weight: 904.61 u
energy relative to the best compared isomer or geometry (same formula, charge and spin): 4.9 kcal per mole
net charge: +1
F_max: 0.18 eV/Å
gap between HOMO and LUMO: 7.08 eV
HOMO level: -10.5 eV

The geometry in XYZ format:
```
80
Properties=species:S:1:pos:R:3:mulliken_charge:R:1
Bi 0.03819 0.15986 -0.59019 1.9996
Br 6.46403 4.04934 0.94486 -0.1397
C 4.65054 3.66186 0.60540 -0.0118
C 4.27414 3.18930 -0.64443 -0.8163
C 2.94679 2.87695 -0.88222 -0.1712
C 1.99967 3.05819 0.11628 0.0833
C 2.38348 3.53292 1.36451 -0.0610
C 3.71364 3.83571 1.61173 -0.7193
N 0.64402 2.69290 -0.12068 -0.0303
C -0.24724 3.56794 0.11068 -0.5061
C -1.69500 3.29897 0.07245 0.5245
C -2.57258 4.32597 0.38499 -0.9575
C -3.93510 4.06326 0.38950 -0.3406
C -4.36205 2.78622 0.08090 -0.8226
C -3.40911 1.82175 -0.22609 -0.1119
N -2.10512 2.06260 -0.23419 0.0949
H 5.01344 3.05459 -1.42134 0.4635
H 2.65333 2.50123 -1.85326 0.4185
H 1.65200 3.62490 2.15811 0.4907
H 4.02044 4.19089 2.58550 0.4799
H 0.04182 4.58539 0.38269 0.4918
H -2.19254 5.30980 0.62560 0.4208
H -4.64467 4.84199 0.63318 0.4584
H -5.41165 2.52887 0.07793 0.4180
H -3.71474 0.80988 -0.46535 0.3271
N -0.21052 0.40071 1.53776 -0.4440
C -0.22509 0.50071 2.71095 0.7740
N -0.38670 0.69438 3.93109 -0.7616
C 0.17627 0.05237 4.94318 0.4376
N 0.61930 -0.46302 5.87550 -0.5234
C 4.30180 -1.83184 -3.44266 -0.7061
C 3.42309 -0.76826 -3.58283 -1.0324
C 2.71432 -0.29659 -2.48732 -0.0645
C 2.83943 -0.89736 -1.22986 0.0316
C 3.74030 -1.95892 -1.09620 -0.0728
C 4.45897 -2.41308 -2.19074 -0.7309
N 2.03986 -0.46801 -0.15533 0.7617
C 2.54083 -0.66583 1.17067 -1.9413
C 3.43694 0.24821 1.70969 -0.2646
C 3.90568 0.08418 3.00562 -0.7937
C 3.47912 -0.98847 3.77452 -1.0038
C 2.60043 -1.91475 3.23092 -1.1907
C 2.14251 -1.76016 1.93061 1.7561
H 4.86683 -2.19212 -4.29105 0.4200
H 3.30168 -0.28456 -4.54374 0.4689
H 2.06043 0.56088 -2.62367 0.2811
H 3.86567 -2.43855 -0.13477 0.5407
H 5.14357 -3.24117 -2.05985 0.4459
H 3.76806 1.08115 1.10552 0.5651
H 4.60001 0.80474 3.41901 0.4830
H 3.81414 -1.09567 4.79665 0.4131
H 2.25971 -2.74952 3.82943 0.5387
H 1.46894 -2.48560 1.49041 0.6324
N 0.19289 -2.16594 -2.31328 -0.5738
H 1.18198 -2.39956 -2.28208 0.0090
H -0.04781 -2.10059 -3.29728 0.2608
H -0.31683 -2.95591 -1.92882 0.2409
C -3.46430 -2.97234 -0.64337 -0.9625
C -2.61894 -1.89575 -0.80826 -0.4079
N -1.60496 -1.65212 0.03018 0.1636
C -1.38482 -2.48717 1.03789 -0.3578
C -2.14220 -3.63513 1.24530 0.3033
C -3.21908 -3.85588 0.40020 -0.5857
C -1.80166 -4.56050 2.34284 -1.1415
C -0.61938 -5.13394 2.55176 -0.7740
C 0.59238 -5.06091 1.71210 1.1909
C 1.82376 -5.37943 2.27170 -0.6736
C 2.93832 -5.28902 1.45574 -0.2015
N 2.85148 -4.94352 0.17432 -0.4575
C 1.62730 -4.68675 -0.27092 -0.3998
N 0.49510 -4.70989 0.42157 -0.3795
H -4.28691 -3.12749 -1.32692 0.4503
H -2.74302 -1.20287 -1.63414 0.6771
H -0.56442 -2.24230 1.70107 0.7559
H -3.84718 -4.72691 0.53816 0.5256
H -2.59790 -4.77037 3.04936 0.4635
H -0.51038 -5.74325 3.44178 0.4071
H 1.90882 -5.67732 3.30776 0.4277
H 3.93038 -5.50046 1.83787 0.4412
H 1.54856 -4.42615 -1.32189 0.5953
```



Entry 6:
The following is a DFT calculation (the ωB97M-V functional and the def2-TZVPD basis) of a gas-phase ion, C11H17N2 (charge +1).

Values from the calculation:
E_tot: -14653.845 eV
molecular weight: 177.27 u
SMILES: C/C=C1/N=C2CC=CC[C@]2(C)[N@@H+]1C
energy relative to the best compared isomer or geometry (same formula, charge and spin): 76.4 kcal per mole
net charge: +1
F_max: 4.61 eV/Å
gap between HOMO and LUMO: 9.86 eV
HOMO level: -13.0 eV

The geometry in XYZ format:
```
30
Properties=species:S:1:pos:R:3:mulliken_charge:R:1
C 3.01055 0.07880 -1.66430 -0.5937
C 2.78688 0.89019 -0.65863 -0.7323
C -0.59893 -1.48603 0.47392 0.1082
C 0.87983 -0.97051 -1.01011 0.4986
C -1.49088 -2.13782 1.21979 -0.2571
C 1.90385 -1.03192 -2.08509 -0.9289
C 1.51051 0.99332 0.15105 -0.6184
C 0.39836 0.39589 -0.62878 0.7219
C -2.68926 -1.64197 1.96438 -1.2375
C -0.06486 1.35853 -1.68035 -1.6679
C -0.88632 0.88870 1.42964 -0.8728
N 0.41383 -1.93955 -0.33733 -0.6620
N -0.79497 0.09856 0.24429 0.0279
H 3.87332 -0.22896 -2.14528 0.5279
H 3.58134 1.58738 -0.40296 0.4057
H -1.37215 -3.13118 1.15662 0.5871
H 1.51047 -0.64926 -3.04565 0.2981
H 2.19050 -2.04826 -2.26929 0.4880
H 1.63530 0.52499 1.11824 0.3099
H 1.20772 2.08865 0.19316 0.5691
H -3.39919 -2.43663 1.91770 0.4038
H -3.05838 -0.83183 1.38765 0.3934
H -2.45008 -1.30195 3.03036 0.2593
H -0.82247 2.18602 -1.27147 0.3458
H -0.52384 0.96362 -2.55393 0.3987
H 0.83705 1.77417 -2.00985 0.5243
H -0.41849 0.45857 2.28026 0.4104
H -0.33641 1.81900 1.17977 0.4054
H -1.95899 0.94609 1.85923 0.3162
H -1.64503 0.24852 -0.31421 0.5708
```



Entry 7:
The following is a DFT calculation (the ωB97M-V functional and the def2-TZVPD basis) of C4H8N2 in the gas phase.

Values from the calculation:
E_tot: -7253.129 eV
molecular weight: 84.12 u
SMILES: C=NN1C[C@@H]1C
energy relative to the best compared isomer or geometry (same formula, charge and spin): 109.5 kcal per mole
net charge: 0
F_max: 4.53 eV/Å
gap between HOMO and LUMO: 10.06 eV
HOMO level: -8.9 eV

The geometry in XYZ format:
```
14
Properties=species:S:1:pos:R:3:mulliken_charge:R:1
C 2.17524 -0.44618 -0.18198 -1.1405
C 0.74388 -0.12949 0.30181 0.3623
C -0.11926 1.08908 -0.13085 -0.5860
C -2.41331 -0.23711 0.06274 -0.3484
H 2.33212 -0.49564 -1.27926 0.3263
H 2.98099 0.04652 0.44394 0.3059
H 2.28377 -1.50660 0.38196 0.2428
H 0.59723 -0.34208 1.36954 0.3325
H -0.02079 2.07777 -0.73065 0.1980
H -1.09061 1.21085 0.45244 0.2229
H -3.16051 -0.85985 0.32708 0.3511
H -2.55525 0.95243 -0.17472 0.2640
N -0.32973 -0.36520 -0.60315 -0.0354
N -1.42376 -0.99452 -0.23890 -0.4954
```



Entry 8:
The following is a DFT calculation (the ωB97M-V functional and the def2-TZVPD basis) of a molecular structure, C24H38CrN7S.

Values from the calculation:
2S+1: 5
E_tot: -75185.432 eV
molecular weight: 508.68 u
energy relative to the best compared isomer or geometry (same formula, charge and spin): 8.0 kcal per mole
expectation value of S²: 6.10
net charge: +1
F_max: 1.30 eV/Å
gap between HOMO and LUMO (spin up / spin down): 8.20 / 6.71 eV
HOMO level (spin up / spin down): -10.1 / -10.2 eV

The geometry in XYZ format:
```
71
Properties=species:S:1:pos:R:3:mulliken_charge:R:1
Cr -0.22138 0.41914 -0.11820 0.0112
C -0.68527 0.87786 -3.98826 -0.5391
C 0.69048 0.51328 -3.39728 -1.0621
N 0.87492 0.91439 -1.97791 0.1232
C 2.26410 1.29966 -1.67685 -0.6544
C 2.82182 0.52351 -0.49692 -0.7518
N 1.91086 0.56244 0.66001 -0.1910
C 2.26614 1.54185 1.70490 -0.9529
C 1.90572 2.99517 1.40342 -0.6287
C 0.40856 3.30352 1.46464 -0.8180
N -0.32025 2.96559 0.22531 -0.0214
C -0.21208 4.10187 -0.73446 -0.8730
C -1.12139 4.02153 -1.97400 -0.9974
N -1.05555 2.69877 -2.47544 -0.0416
C -1.03999 2.37348 -3.86545 -1.0048
H -1.47452 0.30461 -3.50099 0.1306
H -0.67798 0.59856 -5.04193 0.5141
H 1.43327 1.04272 -4.00507 0.6313
H 0.88494 -0.55611 -3.50289 0.2496
H 0.27249 1.75725 -1.93086 0.2616
H 2.30997 2.37035 -1.46510 0.1418
H 2.91209 1.11073 -2.53454 0.5087
H 3.80782 0.91911 -0.23319 0.4725
H 2.94117 -0.51957 -0.79466 0.4257
H 1.99983 -0.34562 1.10620 -0.1994
H 3.34099 1.48559 1.90993 0.5021
H 1.74082 1.24366 2.61552 0.4316
H 2.32368 3.30672 0.44369 0.2429
H 2.39643 3.60315 2.16550 0.5036
H 0.27988 4.36807 1.69050 0.4961
H -0.03080 2.74603 2.29111 0.2815
H -1.30606 2.86253 0.46552 0.2735
H 0.82664 4.16218 -1.06821 0.3207
H -0.43676 5.04001 -0.21575 0.5594
H -0.81512 4.78364 -2.70110 0.4137
H -2.15318 4.26178 -1.67929 0.3410
H -2.39760 1.20048 -1.43503 0.5263
H -0.32317 3.00665 -4.41191 0.4635
H -2.01944 2.55480 -4.33167 0.4637
N -3.04838 -0.48679 -0.43039 -0.4535
C -2.16791 0.34791 -0.74785 -0.5720
H -3.99629 -0.38025 -0.78609 0.2219
C 2.22332 -4.24056 2.28515 -0.8095
C 1.86545 -2.95070 2.71964 -1.1470
C 1.20820 -2.09119 1.88126 -0.1047
C 0.83560 -2.46425 0.56056 2.3113
C 0.08917 -1.59482 -0.31001 0.2865
C -0.33731 -2.15049 -1.49935 0.1892
C 0.00798 -3.44896 -1.92402 -1.2767
C 0.79169 -4.23915 -1.13569 -0.9185
C 1.19117 -3.77998 0.14019 0.5493
C 1.89937 -4.63508 1.01918 -0.7746
H 2.74058 -4.91325 2.95645 0.4320
H 2.10628 -2.64109 3.72943 0.4780
H 0.91693 -1.11848 2.25759 -0.0791
H -0.98192 -1.57670 -2.15154 0.4425
H -0.34797 -3.80379 -2.88372 0.4394
H 1.10239 -5.22449 -1.46151 0.3955
H 2.16241 -5.62536 0.66569 0.4254
S -1.22199 0.52342 2.24189 -0.6215
C -2.07554 -0.87799 2.65839 0.6123
N -2.69309 -1.03278 3.83442 -0.2084
C -3.33558 -2.33942 3.95844 -0.5320
C -2.94075 -3.02332 2.63303 -0.6365
N -2.19590 -1.97882 1.94381 0.2763
H -2.73842 -0.31328 4.53167 0.2103
H -4.41453 -2.23052 4.06836 0.3119
H -2.95623 -2.87887 4.82531 0.3200
H -3.80828 -3.33467 2.05231 0.3334
H -2.30428 -3.89367 2.79807 0.3125
H -1.89823 -2.02202 0.98008 0.0315
```